Formula: C42H84O14
Source: OMol25
Level of theory: ωB97M-V/def2-TZVPD

**E_LUMO**: 0.1 eV
**Frontier orbital gap**: 9.67 eV

Last column: Löwdin charge in e.
Positions of all 140 atoms, in Å:
C  1.72354  3.06896  2.88204  -0.007
C  2.67271  4.26766  2.65384  -0.448
O  3.21500  4.86404  3.55424  0.063
C  3.01138  4.80073  1.22324  -0.014
H  1.66348  2.93323  3.96189  0.077
H  1.95866  2.10539  2.42997  0.062
H  0.69923  3.34384  2.63039  0.060
H  2.14222  5.12603  0.65154  0.067
H  3.35937  3.92954  0.66824  0.052
H  3.74338  5.60732  1.18210  0.082
C  -0.29326  -0.69077  -0.46276  0.010
C  -0.14527  0.73313  0.08792  -0.453
O  -0.77252  1.00570  1.06401  0.040
C  0.86019  1.76721  -0.45776  -0.003
H  -0.98933  -1.31206  0.10078  0.062
H  0.68820  -1.16016  -0.39558  0.072
H  -0.52481  -0.72416  -1.52736  0.057
H  0.73482  1.67114  -1.53626  0.053
H  1.89813  1.69043  -0.13389  0.064
H  0.43997  2.73013  -0.16744  0.080
C  -3.08967  5.78350  1.14297  -0.008
C  -3.29935  5.01713  2.41811  -0.469
O  -4.02897  5.47059  3.31664  0.036
C  -2.44573  3.78612  2.70698  -0.020
H  -2.05255  6.07599  1.30706  0.096
H  -3.76135  6.64171  1.16357  0.093
H  -3.21094  5.12524  0.28268  0.053
H  -1.51544  4.21973  3.07392  0.084
H  -2.20341  3.24251  1.79381  0.059
H  -2.85906  3.17949  3.51274  0.064
C  -1.21397  -1.67913  -4.21579  -0.011
C  -1.67317  -3.09858  -4.55637  -0.473
O  -0.95680  -3.86870  -5.17807  0.050
C  -2.91305  -3.60512  -3.86954  -0.022
H  -0.12409  -1.67365  -4.20070  0.085
H  -1.58970  -1.19755  -3.31301  0.050
H  -1.49071  -1.10690  -5.10127  0.091
H  -3.76557  -3.05421  -4.26679  0.078
H  -2.76879  -3.38617  -2.81155  0.069
H  -3.02987  -4.68883  -3.86405  0.092
C  -5.23805  1.03059  3.92009  -0.015
C  -4.96861  -0.12412  3.01508  -0.490
O  -5.29321  -1.28489  3.33242  0.030
C  -4.16637  0.17603  1.80298  -0.014
H  -6.27243  1.35087  3.79520  0.094
H  -4.63965  1.91918  3.71900  0.056
H  -5.05382  0.68293  4.93659  0.093
H  -4.94538  0.45996  1.09543  0.102
H  -3.69370  -0.77639  1.56304  0.063
H  -3.42520  0.93487  2.05387  0.063
C  3.97590  -1.23540  3.28827  -0.021
C  4.04857  -0.13244  2.22926  -0.400
O  3.54794  -0.14684  1.07356  -0.003
C  4.89016  1.10893  2.65393  -0.005
H  3.82575  -0.84143  4.29343  0.083
H  4.83907  -1.90043  3.26038  0.091
H  3.17465  -1.96410  3.16538  0.053
H  4.92525  1.30816  3.72500  0.085
H  4.46461  1.95371  2.11230  0.060
H  5.92108  1.06825  2.30231  0.083
C  -2.42023  4.40156  -2.85700  0.002
C  -2.32622  2.89529  -2.45519  -0.438
O  -1.50165  2.14721  -3.00081  0.022
C  -3.37884  2.33316  -1.49701  -0.005
H  -3.07540  4.45270  -3.72662  0.088
H  -1.43241  4.76231  -3.14366  0.078
H  -2.92257  4.94065  -2.05380  0.055
H  -3.17772  3.01082  -0.66730  0.062
H  -3.15520  1.26676  -1.46738  0.068
H  -4.37019  2.48477  -1.92401  0.090
C  -1.39205  -5.61289  2.62839  -0.033
C  -2.52362  -5.02273  1.85088  -0.436
O  -3.10011  -5.66720  0.97291  0.036
C  -2.77477  -3.43116  2.03818  -0.004
H  -1.70242  -5.68723  3.67062  0.090
H  -0.54258  -4.93209  2.68313  0.071
H  -1.09405  -6.51794  2.09906  0.089
H  -3.78728  -3.17199  1.72876  0.048
H  -2.17302  -2.91189  1.29229  0.057
H  -2.72553  -3.14610  3.08909  0.068
C  0.30164  -1.49683  4.29680  -0.009
C  0.16720  -0.04433  4.84792  -0.477
O  1.01533  0.53716  5.48813  0.060
C  -1.17129  0.58653  4.53688  -0.020
H  0.15882  -1.41372  3.21940  0.075
H  -0.48273  -2.16518  4.65200  0.075
H  1.28111  -1.87985  4.58323  0.063
H  -1.26956  1.52296  5.08600  0.086
H  -1.94778  -0.12303  4.82267  0.088
H  -1.01186  0.84050  3.48894  0.062
C  -5.12723  -1.04822  -2.91301  -0.022
C  -4.76970  -1.69738  -1.60707  -0.483
O  -3.69750  -1.29332  -1.07836  -0.009
C  -5.63454  -2.70444  -1.01369  -0.008
H  -4.17520  -0.87334  -3.41416  0.074
H  -5.59457  -0.14390  -2.52327  0.093
H  -5.80266  -1.61099  -3.55735  0.084
H  -5.06202  -3.43920  -0.44761  0.087
H  -6.27812  -3.20989  -1.73371  0.090
H  -6.31789  -2.32601  -0.25348  0.102
C  2.03667  3.21158  -3.55612  -0.050
C  2.18502  4.11411  -4.70072  -0.449
O  1.18135  4.59860  -5.30805  0.025
C  3.61155  4.46755  -5.07288  -0.020
H  2.38390  2.20678  -3.79677  0.101
H  1.03474  3.28738  -3.13364  0.061
H  2.53070  3.60467  -2.66758  0.086
H  3.95730  5.27111  -4.42261  0.091
H  3.67968  4.98353  -6.03059  0.086
H  4.32916  3.67257  -4.87002  0.065
C  2.58185  -4.38496  0.72923  -0.017
C  3.84238  -4.33419  -0.04063  -0.536
O  4.41107  -5.34298  -0.37575  0.086
C  4.41456  -2.99923  -0.30383  -0.020
H  2.06773  -3.49965  0.35505  0.065
H  2.68113  -4.21297  1.80099  0.086
H  1.89766  -5.22749  0.62861  0.083
H  3.73197  -2.50569  -0.99564  0.090
H  5.32330  -3.16351  -0.88288  0.090
H  4.61261  -2.42033  0.59825  0.068
C  7.37621  1.54263  -1.21494  -0.028
C  6.15878  2.41501  -1.47970  -0.424
O  6.00479  3.57096  -1.01392  0.023
C  5.03360  1.75728  -2.28783  -0.019
H  7.94812  1.45699  -2.13889  0.087
H  7.12804  0.55555  -0.82485  0.078
H  8.08638  1.97146  -0.50793  0.079
H  4.12561  1.99001  -1.73151  0.062
H  5.11196  0.67926  -2.42865  0.079
H  4.82002  2.17470  -3.27182  0.055
C  -0.26041  -4.97371  -1.38319  -0.004
C  0.68566  -6.07524  -1.92937  -0.464
O  0.66124  -7.24683  -1.58898  0.070
C  1.60317  -5.56916  -3.02682  -0.016
H  -0.63107  -5.45254  -0.47686  0.066
H  -1.03864  -4.89651  -2.14247  0.069
H  0.18322  -3.98787  -1.24389  0.069
H  1.06041  -5.00319  -3.78391  0.065
H  1.98199  -6.39650  -3.62690  0.085
H  2.45133  -4.97853  -2.68056  0.074

Formula: C9H12NOP
Source: OMol25
Level of theory: ωB97M-V/def2-TZVPD

**2S+1**: 3
**Expectation value of S²**: 2.0068
**E_LUMO (alpha / beta)**: 0.9 / -1.8 eV
**Frontier orbital gap (alpha / beta)**: 6.04 / 7.58 eV

Last column: Löwdin charge in e.
Positions of all 24 atoms, in Å:
C  -1.44735  2.02436  0.01224  -0.085
C  -0.02221  2.22645  -0.23684  -0.100
C  -2.20603  0.92621  0.26717  -0.143
C  0.79525  1.15354  -0.21534  -0.222
C  2.10216  -1.19702  0.93774  -0.146
C  0.80681  -1.38225  1.09560  -0.116
C  2.53028  -0.47494  -0.32457  -0.206
C  2.23420  1.04605  -0.40988  -0.170
C  -2.78956  -1.51881  -0.17111  -0.033
N  -1.83239  -0.43369  0.25809  -0.220
O  -0.11598  -1.30159  -1.60566  -0.355
P  -0.19380  -0.57029  -0.26049  0.829
H  -1.94531  2.89063  0.09742  0.060
H  0.20791  3.20740  -0.27921  0.060
H  -3.30741  0.92993  0.42111  0.123
H  2.78962  -1.60566  1.66299  0.102
H  0.47353  -1.94209  1.84478  0.022
H  3.60261  -0.84474  -0.43963  0.136
H  2.00213  -1.02702  -1.01945  0.045
H  2.67317  1.77704  0.23211  0.111
H  2.60972  1.47414  -1.32073  0.114
H  -2.27704  -2.17227  -0.73125  0.021
H  -3.09712  -2.00159  0.85795  0.133
H  -3.59320  -1.18380  -0.67304  0.041

It is found that the relative energy (zero: lowest compared OMol25 entry of this formula, charge and spin) values, taken in the order of the records, are 77.4 25.7 kcal/mol.
It is found that the F_max values, taken in the order of the records, are 4.1 7.2 eV/A.